1.
{
  "formula": "C11H16EuO8P",
  "method": "ωB97M-V/def2-TZVPD",
  "species": ["O", "C", "Eu", "O", "C", "C", "O", "C", "O", "C", "O", "H", "C", "C", "O", "P", "O", "C", "C", "O", "C", "C", "H", "H", "H", "H", "H", "H", "H", "H", "H", "H", "H", "H", "H", "H", "H"],
  "coordinates": [[-0.0354, 0.1065, -5.6864], [0.2770, 0.1890, -4.5629], [0.8144, 0.1650, -2.0219], [3.1996, -0.1084, -5.0322], [2.6806, -0.0348, -4.0032], [-1.7460, -0.0359, -2.8068], [-2.1601, 0.0098, -1.6452], [-0.6641, -1.6169, -3.1172], [-0.9771, -2.6604, -3.5082], [-0.4648, 2.0415, -3.1086], [-1.1062, 2.9718, -3.3266], [-2.4558, -0.0013, -3.6783], [-0.2789, 3.1929, 1.7515], [0.6421, 2.8268, 0.6140], [0.5021, 1.3592, 0.2327], [0.6218, 0.1352, 1.4715], [-0.9438, 0.0089, 1.9051], [-1.3390, -0.1198, 3.3646], [-0.1596, -0.3202, 4.2962], [0.7922, -1.0547, 0.2549], [0.3087, -2.4486, 0.4711], [1.3080, -3.4293, -0.0967], [-1.3147, 2.9175, 1.5146], [-0.2239, 4.2746, 1.9254], [0.0247, 2.7344, 2.6999], [0.3856, 3.4099, -0.2741], [1.6965, 2.9968, 0.8508], [-1.9111, 0.7900, 3.6226], [-2.0006, -0.9989, 3.4176], [0.4931, 0.5632, 4.3252], [-0.5689, -0.4497, 5.3061], [0.4255, -1.2147, 4.0273], [0.1631, -2.5752, 1.5473], [-0.6622, -2.5557, -0.0200], [2.2795, -3.3566, 0.4168], [0.9148, -4.4441, 0.0459], [1.4829, -3.2679, -1.1726]],
  "forces_ev_per_angstrom": [[1.049, 0.446, 4.412], [-1.643, -0.722, -5.249], [-0.959, -0.437, 0.591], [-1.764, 0.241, 3.577], [2.765, -0.337, -3.581], [-1.852, 0.804, 0.619], [1.008, -0.132, -1.495], [2.507, -3.682, 0.478], [-0.865, 2.313, 0.134], [-1.233, 3.855, 0.216], [1.160, -2.464, 0.145], [-0.299, 0.079, 0.388], [-0.090, 0.144, 0.220], [0.009, -1.232, 0.065], [0.229, 0.172, 0.866], [-0.809, 0.515, -1.140], [0.654, -0.194, 0.743], [0.211, -0.060, -0.752], [-0.082, 0.194, 0.133], [-0.608, 0.195, 0.369], [0.149, 0.693, 0.058], [0.383, 0.065, 0.129], [0.276, 0.083, 0.117], [-0.070, -0.159, -0.167], [-0.090, -0.104, -0.200], [0.022, -0.397, -0.064], [-0.155, -0.050, 0.020], [0.302, -0.447, -0.327], [0.179, 0.457, -0.275], [-0.065, -0.333, -0.036], [0.135, -0.084, -0.182], [-0.163, 0.347, 0.176], [0.049, -0.126, -0.116], [0.072, 0.246, 0.080], [-0.353, -0.037, -0.137], [0.132, 0.211, -0.115], [-0.192, -0.066, 0.301]],
  "mulliken_spin": [0.0054, 0.0036, 6.9643, 0.0042, 0.0153, -0.0380, -0.0127, 0.0234, 0.0238, -0.0061, -0.0001, 0.0007, 0.0004, 0.0010, 0.0107, 0.0010, -0.0006, 0.0001, 0.0001, 0.0064, -0.0055, 0.0056, 0.0000, -0.0001, 0.0000, -0.0012, -0.0007, -0.0001, 0.0000, 0.0000, 0.0000, 0.0000, 0.0001, 0.0013, 0.0000, 0.0001, -0.0023],
  "e_tot_ha": -2082.04857,
  "homo_ev": [-10.34, -10.49],
  "total_charge": 1,
  "s2": 15.771,
  "gap_ev": [6.06, 6.23],
  "spin_multiplicity": 8
}

=====

2.
{
  "formula": "C4H11N2S",
  "method": "ωB97M-V/def2-TZVPD",
  "species": ["C", "N", "C", "N", "C", "C", "S", "H", "H", "H", "H", "H", "H", "H", "H", "H", "H", "H"],
  "coordinates": [[0.3531, -0.1518, -1.1769], [-0.7024, 0.8199, -1.0455], [-1.7381, 0.6474, -0.0551], [-1.7227, 1.4442, 1.1788], [1.4216, -0.2577, -0.0530], [1.2978, -1.6118, 0.7208], [2.4973, -2.0057, 1.9688], [-0.1144, -1.1433, -1.1021], [0.7731, -0.1031, -2.1826], [-0.5485, 1.7304, -1.4230], [-1.7159, -0.4145, 0.1806], [-2.6865, 0.8985, -0.5474], [-0.7916, 1.5078, 1.5566], [-1.8604, 2.3989, 0.8568], [1.5424, 0.5314, 0.7033], [2.4489, -0.2495, -0.4471], [0.2138, -1.6845, 0.9588], [1.3324, -2.3567, -0.0918]],
  "forces_ev_per_angstrom": [[0.253, -0.463, 1.179], [-0.293, -0.213, -0.004], [0.142, 0.115, -0.624], [-0.019, 0.607, -0.594], [1.464, -0.407, 0.461], [-1.014, 0.137, -1.699], [0.108, 0.196, 0.424], [-0.212, 0.091, -0.414], [0.179, 0.216, 0.080], [0.086, 0.355, 0.061], [-0.211, -0.020, 0.198], [-0.140, -0.211, 0.282], [0.498, -0.582, 0.260], [-0.323, 0.105, 0.209], [-0.921, 0.280, -0.252], [-0.177, -0.165, -0.361], [0.309, 0.090, 0.772], [0.272, -0.130, 0.020]],
  "mulliken_charge": [-1.0170, -0.2053, -0.5715, -0.6550, -0.3355, -0.7479, -0.6234, 0.4476, 0.4042, 0.1684, 0.3045, 0.3515, 0.3012, 0.2437, 0.3268, 0.2646, 0.1168, 0.2262],
  "e_tot_ha": -666.69925,
  "homo_ev": -2.28,
  "total_charge": -1,
  "e_above_lowest_kj_mol": 124.2,
  "gap_ev": 5.87,
  "spin_multiplicity": 1
}

=====

Number 1: molar mass 459.18 Da. Number 2: molar mass 119.21 Da.